[1]
The following is a DFT calculation (the ωB97M-V functional and the def2-TZVPD basis) of a molecular structure, C4H5NO5S2 at a distorted geometry.

Cartesian coordinates (Å):
H: 1.89303 -0.45428 -0.86981
O: -0.05454 0.30101 -2.65147
O: -0.78148 0.70747 1.60637
O: -0.48110 -2.12991 -2.79514
C: 0.64384 0.97073 1.60785
S: -0.57299 -0.92038 -2.04230
O: -2.19551 -0.65189 -1.67940
O: -2.45011 1.75316 -0.83703
C: -0.01575 -1.05212 -0.35252
C: -1.20050 0.41913 0.42641
H: 0.86494 1.73984 0.85233
H: 0.86152 1.48781 2.66874
H: 0.94813 -1.14903 1.82872
H: 2.51806 -0.15162 1.58615
S: -2.76456 0.32765 -0.47015
N: 1.27768 -0.80455 -0.13885
C: 1.50933 -0.39301 1.26009

* frontier orbital gap (alpha / beta): 7.519 / 7.519 eV
* E_LUMO (alpha / beta): -0.866 / -0.868 eV
* HOMO energy (alpha / beta): -8.385 / -8.387 eV
* energy above the lowest of the compared OMol25 structures with the same formula, charge and spin: 65.6 kcal/mol

***

[2]
The following is a DFT calculation (the ωB97M-V functional and the def2-TZVPD basis) of a molecular structure, C13H13NO4Sn at a distorted geometry.

Cartesian coordinates (Å):
H: 3.97661 -1.17325 1.70355
N: -1.86197 0.51139 1.42514
H: -1.34986 2.23888 0.32690
H: -0.16518 1.77387 1.56572
H: 2.20019 -1.60067 3.38660
C: 0.59365 -1.08763 2.01322
C: 0.81742 -1.92438 -2.46737
C: 2.92302 -1.03751 1.44868
H: -3.75882 -0.38813 1.32060
Sn: 0.61670 0.02833 -2.33296
C: -1.20601 -0.51168 0.43267
C: -1.08444 0.02202 -4.74496
H: 3.41828 -0.49503 -0.54076
H: -1.71378 0.15126 2.38089
H: -3.74247 1.26083 1.94773
O: -1.84901 0.03264 -5.65458
O: 3.97526 0.03520 -2.94548
C: -3.36398 0.59550 1.20864
C: 0.25639 -0.65652 0.71611
H: -0.16935 -1.29806 2.79313
C: -1.19518 1.88048 1.33761
C: 0.82210 1.98685 -2.38597
H: -1.42800 -0.12219 -0.56333
C: 2.76237 0.04103 -2.77635
H: -3.51206 0.97472 0.20923
H: -1.75343 -1.43770 0.57783
O: 0.88338 3.17115 -2.35875
O: 0.88453 -3.11297 -2.43212
C: 1.92516 -1.27197 2.37885
C: 2.53258 -0.62452 0.14871
C: 1.25598 -0.46606 -0.17185
H: -1.69006 2.50414 2.05269

* frontier orbital gap: 5.867 eV
* E_LUMO: -8.707 eV
* HOMO energy: -14.574 eV
* energy above the lowest of the compared OMol25 structures with the same formula, charge and spin: 116.4 kcal/mol
* net charge: +2

***

[3]
The following is a DFT calculation (the ωB97M-V functional and the def2-TZVPD basis) of 15 unconnected molecules or ions with the total composition C4H28BO22 at a distorted geometry.

Cartesian coordinates (Å):
O: 0.73431 1.86897 -2.32714
H: -3.52635 -0.09191 0.79931
O: 2.29021 -1.20554 3.11422
O: 1.00729 -4.76481 -1.83753
H: 3.60671 0.93035 -1.79869
O: 3.65814 0.22571 -2.44987
H: -3.01622 2.60341 0.47783
H: -4.12716 2.35995 -2.02950
H: -0.89748 -2.35674 4.87458
O: -2.00231 1.52753 -1.15364
O: -0.49725 -1.57146 5.26342
O: 2.76353 -3.75914 4.02843
H: -4.74584 -0.96814 0.49941
O: 1.15966 -1.91490 -3.05913
O: -4.87437 1.82754 -1.71871
O: -0.47100 4.72654 -1.64592
H: 5.84745 -3.04097 2.04475
H: -0.53639 2.91553 -4.74983
H: 2.71424 -3.13896 4.76122
H: 0.10713 3.66437 -3.59647
C: 0.41015 1.16963 -1.41285
O: -0.94737 0.05063 0.15469
O: 1.85825 -3.40867 1.07412
H: 0.16917 4.09531 -1.29266
H: -2.38936 4.36119 -1.90403
C: 1.37501 -2.31188 1.08010
H: 1.59048 -5.47380 -2.12773
O: -3.19918 -1.66125 -2.15026
H: 4.71122 -2.14895 2.53581
O: 3.23482 1.41613 3.81564
O: 1.20165 0.37566 -0.72542
H: -3.64956 4.30520 -1.02481
H: 0.74719 -2.02760 -2.19665
O: -3.36047 4.31396 -1.95042
H: -4.50510 1.29416 -0.99876
O: -4.28408 -0.17545 0.20327
B: 0.45717 -0.38928 0.27680
H: 1.35883 -4.49749 -0.97468
H: -3.11868 -0.97233 -1.47502
H: -3.21843 -2.48602 -1.65490
H: 3.76817 1.08972 4.54623
O: -3.77627 3.16591 0.68522
H: 3.07586 0.63228 3.26096
H: 2.74545 -0.06665 -2.56462
O: 1.02985 -0.13325 1.60551
H: -0.62421 5.35522 -0.92976
C: 1.61451 -1.18623 2.11384
H: -4.16725 2.77552 1.47326
O: 0.62184 -1.84520 0.10059
C: -1.00421 0.95790 -0.82821
H: 1.43781 -2.80397 -3.30241
H: 0.10974 -1.25006 4.58445
O: 0.10891 3.60229 -4.55666
O: 4.98789 -2.69249 1.78872
H: 2.43590 -3.26751 3.27390

* frontier orbital gap: 9.220 eV
* E_LUMO: 1.764 eV
* HOMO energy: -7.455 eV
* energy above the lowest of the compared OMol25 structures with the same formula, charge and spin: 22.6 kcal/mol
* net charge: -1

***

[4]
The following is a DFT calculation (the ωB97M-V functional and the def2-TZVPD basis) of a molecular structure, C32H34CoN5O4P2SSe3 at a distorted geometry.

Cartesian coordinates (Å):
N: 0.04696 0.81254 0.75145
H: -2.72481 -0.10640 -1.31287
C: 1.48346 5.43383 0.88009
H: 1.48329 -2.57008 1.21243
N: 0.31421 3.80604 2.26843
O: -3.06884 2.87064 0.17689
C: -2.65235 0.55772 -2.16300
C: 2.56078 -5.48960 -0.12250
C: -0.69644 -1.22948 0.53241
H: 4.06868 4.86964 0.25202
C: -3.72162 1.90662 -3.83529
H: 4.76083 2.90995 1.66428
C: 1.41060 -5.86212 -0.80319
H: -4.56378 -2.91322 3.74156
H: -3.56668 -2.15340 1.62001
H: 0.16289 3.49974 4.38052
H: 3.72796 3.28153 -0.45140
N: -0.17451 0.30608 1.95160
H: 3.06694 -3.28744 -3.41484
C: 1.74469 -1.75270 -2.73218
O: -1.69684 5.01713 1.03813
C: -0.25565 -0.11176 -0.18607
C: -2.48331 2.32604 -4.30166
P: -1.22450 -2.90528 0.15954
C: -3.08040 -2.92471 2.20394
H: 1.92787 4.96541 2.96228
H: -2.42006 3.05901 -5.09464
H: 3.68554 4.00435 2.51536
C: 0.28547 -5.05136 -0.76255
H: 1.38974 -6.78361 -1.37168
H: 0.57800 5.73611 0.35453
C: 3.74332 3.30150 1.68656
C: 0.42675 2.97520 3.45000
Se: -2.65842 -3.18892 -1.36007
N: -0.62716 -0.91303 1.84720
C: -3.80655 1.02702 -2.76969
H: -0.65844 4.07385 2.04335
H: -4.77069 0.73649 -2.37489
H: 2.19400 6.27051 0.89215
H: -0.35700 2.21657 -4.02927
N: 2.03220 4.28050 0.15168
C: -1.32628 1.85861 -3.70711
C: 0.30721 -3.86743 -0.03407
C: -0.13670 -2.88218 -4.42959
H: -3.46058 -4.69341 5.06338
C: 2.07389 -2.86348 -3.48686
H: 3.48937 -4.00237 1.11830
C: 1.46636 -3.48989 0.63995
C: -1.26324 -4.47342 2.49608
H: -0.26049 2.14321 3.32299
P: 0.09384 0.32650 -1.90908
C: 2.59028 -4.30091 0.59365
O: -0.56267 3.29396 -0.66532
H: -1.45877 -1.33478 -3.75424
H: 1.82024 1.52196 4.23058
C: 0.46772 -1.19854 -2.82066
C: -1.88452 -3.47983 1.75290
Se: 1.80767 1.60443 -2.02945
C: 1.84136 2.41040 3.60121
H: -1.34684 -5.69222 4.25817
H: 1.85614 4.40627 -0.84050
H: -0.33183 -4.90830 2.15723
H: -0.87746 -3.32288 -5.08445
H: -4.62562 2.30681 -4.27679
Se: -2.03807 4.04656 -0.24831
S: 2.61066 1.91179 2.01967
H: 1.38970 -4.30000 -4.92890
H: 3.43994 -6.12170 -0.15861
C: -3.64014 -3.35627 3.39171
O: -2.46221 4.90282 -1.55241
H: 2.48247 -1.28360 -2.09361
C: -1.41442 0.96949 -2.64015
C: 1.06586 5.06038 2.29866
C: 1.13100 -3.42945 -4.33776
Co: 0.79326 2.62859 0.45818
C: -3.01876 -4.35485 4.13423
H: 2.52664 3.12188 4.06249
H: 0.44432 5.87302 2.68655
C: -1.83441 -4.91341 3.68504
H: -0.61725 -5.32342 -1.29683
C: -0.47002 -1.76501 -3.67454
C: 3.44623 3.96975 0.34767

* frontier orbital gap (alpha / beta): 7.092 / 7.536 eV
* 2S+1: 2
* expectation value of S²: 0.85
* E_LUMO (alpha / beta): 2.063 / 2.065 eV
* HOMO energy (alpha / beta): -5.029 / -5.471 eV
* energy above the lowest of the compared OMol25 structures with the same formula, charge and spin: 0.0 kcal/mol
* net charge: -1

***

[5]
The following is a DFT calculation (the ωB97M-V functional and the def2-TZVPD basis) of a single C9H8ClNO molecule at a distorted geometry.

Cartesian coordinates (Å):
C: -0.05682 -0.68734 -1.14364
N: -1.22149 0.74604 0.18766
O: -3.47825 0.88158 -0.68991
C: 0.17224 2.61410 0.75027
H: 0.52699 0.01760 1.99737
H: 2.56637 -1.70773 1.55830
C: -1.01178 2.07056 0.43858
C: 1.76303 -1.46402 0.91336
C: 0.94249 -1.65126 -1.39009
H: 2.68983 -2.62642 -0.65246
C: 1.80624 -2.08443 -0.33458
H: -0.85747 -0.41300 -1.80125
C: -0.14872 -0.13240 0.06770
H: 0.26786 3.70960 0.77319
H: -1.77262 2.82422 0.06246
H: 0.98293 1.91943 1.11468
C: -2.60868 0.21546 -0.30832
C: 0.76409 -0.52962 1.08244
Cl: -2.54872 -1.52395 -0.36003
H: 1.22246 -2.17841 -2.26571

* frontier orbital gap (alpha / beta): 6.021 / 5.889 eV
* 2S+1: 3
* expectation value of S²: 2.05
* E_LUMO (alpha / beta): 0.758 / -2.872 eV
* HOMO energy (alpha / beta): -5.264 / -8.760 eV
* energy above the lowest of the compared OMol25 structures with the same formula, charge and spin: 33.2 kcal/mol

***

[6]
The following is a DFT calculation (the ωB97M-V functional and the def2-TZVPD basis) of a single C2H3F2I molecule at a distorted geometry.

Cartesian coordinates (Å):
C: -0.80910 -0.39931 0.00287
F: 0.52312 1.23882 1.07929
F: 0.53569 1.22418 -1.07037
H: -0.72579 -1.19831 -0.72609
C: 0.39568 0.46560 0.01300
H: -0.98320 -0.80496 0.99507
I: 2.71483 -0.76825 -0.01741
H: -1.65125 0.24223 -0.27634

* frontier orbital gap: 8.337 eV
* SMILES: CC(F)(F)I
* E_LUMO: -1.043 eV
* HOMO energy: -9.380 eV
* energy above the lowest of the compared OMol25 structures with the same formula, charge and spin: 14.1 kcal/mol